No. 1
Molecular formula: C62H50NO6PS2V
Method: DFT, the ωB97M-V functional and the def2-TZVPD basis

XYZ file:
```
123
Properties=species:S:1:pos:R:3:forces:R:3:mulliken_spin:R:1
V 1.817825 -0.334230 1.316419 0.3 -0.5 1.4 1.62
S -0.445177 1.722373 -0.927116 -0.5 -0.2 0.4 0.04
S -1.749775 -1.557025 -0.834868 0.2 -0.2 0.1 0.00
P 0.727998 0.380646 4.859211 0.1 0.1 0.1 0.80
O 1.368018 3.530854 2.078097 -0.1 0.3 0.1 0.03
O -1.231858 2.531334 0.052412 0.2 -0.3 -0.5 0.00
O 3.108974 -1.544154 0.301843 0.6 0.4 -0.7 -0.01
O 4.929008 -1.641210 -1.029443 0.0 -0.2 0.0 0.04
O 0.719562 -1.511352 1.977291 -1.1 -0.9 0.3 -0.21
O 1.002925 1.312931 1.767026 0.2 1.2 -0.4 -0.03
N 3.016458 0.926601 0.417920 0.3 0.4 -0.4 -0.02
C -4.357904 0.164101 -6.309255 0.2 -0.2 0.0 0.00
C -2.410854 0.372421 -4.292941 0.1 -0.2 -0.1 0.00
C -0.241559 -2.268837 2.616300 1.0 1.1 -0.8 0.13
C 3.137499 -0.163133 2.984128 -0.3 -0.1 -0.2 -0.11
C -4.073588 -0.242862 -1.300783 -0.1 0.0 -0.1 0.00
C 2.899120 -2.776285 6.395919 0.0 0.1 -0.1 -0.07
C 3.810943 3.147519 0.345580 0.6 0.2 -0.5 0.03
C -2.183423 -1.563266 7.007575 0.1 0.0 0.0 -0.03
C 2.953034 -1.066909 4.157658 0.6 -0.2 -0.6 0.04
C 0.496117 -2.557686 -1.982601 -0.1 0.1 0.1 0.03
C -2.505590 -2.449428 3.341639 0.1 0.0 0.0 0.02
C 1.633385 5.050676 -1.834015 0.0 0.0 0.0 -0.01
C 2.660030 4.588993 -2.649778 0.0 0.0 0.0 0.00
C -2.383628 -0.700086 -5.228078 0.1 0.2 0.1 0.00
C -3.640797 -2.073294 -2.796099 -0.1 -0.1 0.1 0.00
C -4.849895 -1.828597 -3.430647 -0.1 0.0 0.1 0.00
C 3.719808 5.524122 -3.171307 0.0 0.0 0.0 0.00
C -1.540266 1.519997 -2.362644 -0.1 0.5 0.1 0.00
C -0.500715 -1.551093 -2.094189 0.0 -0.1 0.0 -0.01
C -1.497704 -1.710968 2.742726 -0.5 0.0 0.2 0.01
C 4.085820 0.467461 -0.287646 -0.2 0.7 0.2 0.25
C 4.032615 -0.956230 -0.335047 -0.5 -0.4 0.4 0.08
C -0.425887 -0.606813 -3.090786 0.1 0.2 -0.1 -0.02
C 2.730977 -1.685620 -4.819859 -0.1 0.0 0.1 0.00
C -3.325571 -0.800722 -6.206569 -0.1 0.2 -0.1 0.00
C -1.461025 0.467414 -3.224189 0.2 -0.3 -0.3 0.01
C -0.803336 2.495681 6.539078 0.0 -0.1 -0.1 0.04
C 1.854883 0.263061 -5.925818 0.2 -0.1 0.0 0.00
C -1.260957 1.063958 6.680844 -0.1 0.1 0.0 0.00
C -3.246150 -1.275593 -1.732032 -0.2 0.1 0.1 0.00
C 0.667346 4.184563 -1.330159 0.1 0.1 -0.1 0.02
C -2.368737 0.783086 7.474297 0.0 0.0 0.0 -0.03
C 3.918359 -2.061472 4.350347 0.1 -0.1 0.0 -0.05
C 5.053156 1.372767 -0.758532 0.0 -0.4 -0.1 -0.01
C 0.799613 0.310178 -5.066281 -0.1 -0.1 0.2 0.00
C 2.835095 -0.754228 -5.806996 -0.1 0.2 -0.1 0.00
C 4.914592 2.696303 -0.440875 -0.3 0.4 0.3 0.09
C 1.644983 -1.656111 -3.903740 0.1 -0.1 0.0 0.00
C -1.076345 -1.301045 6.216838 -0.1 -0.1 0.0 0.04
C 0.737552 2.846314 -1.661122 0.0 0.0 0.0 -0.01
C -2.551635 2.503911 -2.481675 0.1 0.0 -0.1 0.00
C -2.225303 -3.723699 3.823985 0.0 0.0 0.0 0.00
C 0.656746 -0.656816 -4.028899 -0.1 0.2 0.0 0.00
C 1.919989 -0.951597 5.095467 -0.5 0.1 0.4 0.05
C -5.284738 -0.016987 -1.936514 0.0 0.0 0.1 0.00
C -0.595310 0.000350 6.042381 0.1 0.0 0.0 0.01
C -7.003174 -0.538627 -3.705302 0.1 0.0 0.0 0.00
C 0.079274 -3.528083 3.072242 0.0 -0.6 0.2 -0.01
C 1.536595 -2.604815 -2.856502 0.0 0.0 -0.1 0.01
C 1.459347 -4.109117 2.914913 -0.1 0.1 0.0 0.00
C 3.901993 -2.916121 5.439138 -0.1 0.1 0.0 0.10
C -2.833480 -0.513952 7.639924 0.0 0.0 0.0 0.06
C -5.690713 -0.801809 -3.012978 0.0 -0.1 0.0 0.00
C 1.648067 2.465609 1.606547 0.0 -1.1 -0.2 -0.03
C 1.767275 2.351158 -2.452654 0.0 0.0 0.0 -0.02
C -4.402657 1.206927 -5.433890 0.1 0.1 0.1 0.00
C -3.429140 1.339186 -4.407438 -0.1 0.1 0.0 0.00
C 2.712660 3.227024 -2.953061 0.0 0.0 0.0 0.01
C 1.933584 -1.801135 6.216847 0.0 -0.1 0.1 0.02
C -0.944666 -4.243383 3.694715 0.0 0.0 0.0 0.00
C 2.876044 2.244731 0.722800 -0.3 -0.7 0.3 0.13
C -3.469575 2.413194 -3.479499 0.0 0.0 -0.1 0.00
H -0.782397 2.813667 5.494787 0.0 0.0 0.0 0.00
H 0.066934 1.100414 -5.157129 0.0 0.0 0.0 0.00
H -5.106505 0.071056 -7.085761 0.0 0.0 0.0 0.00
H 2.878282 -3.406561 7.275741 0.0 0.0 0.0 0.00
H -5.184359 1.954283 -5.505734 0.0 0.0 0.0 0.00
H 2.288885 -3.381398 -2.774490 0.0 0.0 0.0 0.00
H 0.209495 2.627071 6.924522 0.0 0.0 0.0 -0.02
H -3.290012 -1.626023 -6.906623 0.0 0.0 0.0 0.00
H 3.477249 -2.464643 -4.713318 0.0 0.0 0.0 0.00
H -5.917678 0.796621 -1.598821 0.0 0.0 0.0 0.00
H 1.949150 1.011704 -6.702074 0.0 0.0 0.0 0.00
H -1.603254 -1.446341 -5.151719 0.0 0.0 0.0 0.00
H 3.453432 6.564535 -2.989179 0.0 0.0 0.0 0.00
H 1.174740 -1.672526 6.978164 0.1 0.0 0.0 0.01
H -4.243590 3.165423 -3.581607 0.0 0.0 0.0 0.00
H -0.580633 -2.122217 5.709244 -0.1 0.1 0.0 0.02
H -2.577589 3.307182 -1.756125 0.0 0.0 0.0 0.00
H -7.817130 -0.446093 -2.984829 0.0 0.0 0.0 0.00
H 4.714697 -2.149043 3.619087 0.0 0.0 0.0 0.00
H -2.538918 -2.579754 7.119562 0.0 0.0 0.0 0.00
H -3.000572 -4.309920 4.300665 0.0 0.0 0.0 0.00
H -5.144037 -2.448718 -4.270275 0.0 0.0 0.0 0.00
H 3.045683 0.886507 3.269049 0.0 0.0 0.0 0.00
H 3.694515 4.183023 0.637781 0.0 0.0 0.0 0.00
H 4.725687 -2.583373 -0.911235 0.1 0.1 0.0 0.00
H 4.680941 5.336903 -2.686799 0.0 0.0 0.0 0.00
H -3.497735 -2.027414 3.434518 0.0 0.0 0.0 0.00
H -7.250766 -1.344619 -4.395648 0.0 0.0 0.0 0.00
H -3.706754 -0.700793 8.252504 0.0 0.0 0.0 0.00
H 2.076173 -3.886381 3.788536 -0.1 0.0 0.0 0.00
H -1.467750 3.163468 7.086047 0.0 0.0 0.0 0.00
H 4.674865 -3.666147 5.553052 0.0 0.0 0.0 0.01
H -1.664927 -0.704912 2.376356 0.0 0.0 0.0 -0.04
H 3.513895 2.847183 -3.578379 0.0 0.0 0.0 0.01
H 1.404219 -5.192694 2.805737 0.0 0.0 0.0 0.00
H 1.973406 -3.695775 2.045468 -0.1 0.0 0.0 0.00
H 1.590848 6.103090 -1.577699 0.0 0.0 0.0 0.00
H 5.891560 1.012555 -1.339566 0.0 0.0 0.0 0.00
H 0.404958 -3.286155 -1.186785 0.0 0.0 0.0 -0.01
H -0.113661 4.524270 -0.660606 0.0 0.0 0.0 0.00
H 3.664786 -0.785990 -6.501226 0.0 0.0 0.0 0.00
H -6.966206 0.391744 -4.276920 0.0 0.0 0.0 0.00
H -0.721357 -5.232210 4.080000 0.0 0.0 0.0 0.00
H -3.001094 -2.881160 -3.131926 0.0 0.0 0.0 0.00
H 1.839253 1.291551 -2.665613 0.0 0.0 0.0 0.00
H -3.752464 0.394933 -0.485552 0.0 0.0 0.0 0.00
H 3.868098 5.392677 -4.244152 0.0 0.0 0.0 0.00
H 5.660958 3.405870 -0.772649 0.0 0.0 0.0 0.00
H 4.127444 -0.338295 2.561525 0.1 0.1 0.0 -0.01
H -2.876863 1.602430 7.969868 0.0 0.0 0.0 0.00
```
Forces are in eV/Å.

Values from the calculation:
E_HOMO (spin up / spin down) in eV: -6.43 / -7.88
LUMO (spin up / spin down) in eV: -0.79 / -1.09
Net charge: 0
Orbital gap (spin up / spin down) in eV: 5.63 / 6.79
⟨S²⟩: 3.8257
Multiplicity: 4
Maximum force in Eh/bohr: 0.0331

---

No. 2
Molecular formula: C9H19N
Method: DFT, the ωB97M-V functional and the def2-TZVPD basis

XYZ file:
```
29
Properties=species:S:1:pos:R:3:forces:R:3:nbo_charge:R:1
N -2.471459 2.091573 -0.720780 -0.5 0.2 0.0 -0.85
C 2.228651 0.921710 1.266904 -0.2 0.0 -0.1 -0.64
C -1.906371 0.774569 -0.712866 2.2 1.4 -2.5 0.02
C 1.710621 -0.258366 0.492801 -1.6 -0.9 0.9 0.06
C -0.240749 -0.500416 0.960319 3.3 -1.0 0.6 -0.15
C -0.707503 -1.836843 1.446433 0.1 0.0 0.1 -0.65
C 2.725806 -1.349419 0.297153 -0.4 -0.5 0.7 -0.64
C 0.471780 -0.268156 -0.316620 0.3 1.2 0.0 -0.33
C -2.246848 0.006486 -1.979273 -0.3 0.1 0.2 -0.64
C 0.075793 1.011884 -0.945344 -4.0 -0.6 0.7 -0.39
H -0.399885 -2.637893 0.772923 -0.1 0.0 0.0 0.21
H -2.057029 2.684859 -1.429560 -0.1 0.0 0.1 0.36
H -1.800766 -1.849416 1.526989 0.0 -0.1 -0.1 0.21
H -2.356074 0.254870 0.134981 1.0 0.0 0.2 0.19
H -1.808016 -0.990216 -1.950972 0.0 -0.1 0.0 0.21
H 0.376694 1.153865 -1.985069 -0.3 0.0 0.0 0.20
H -0.326011 -2.079544 2.443733 0.0 0.0 -0.1 0.21
H -1.865651 0.515988 -2.864959 0.0 0.0 0.0 0.20
H 0.406401 -1.116525 -0.997131 0.1 0.0 0.0 0.22
H 3.652622 -0.949972 -0.126341 -0.1 0.1 0.0 0.22
H -0.463961 0.348589 1.598663 0.1 0.1 -0.3 0.20
H 1.454501 1.658407 1.477474 0.1 0.1 -0.1 0.21
H -2.391090 2.550520 0.178022 0.1 0.0 -0.1 0.36
H -3.332825 -0.096592 -2.081915 0.1 0.0 0.0 0.21
H 2.367487 -2.138006 -0.364300 0.0 0.0 0.0 0.21
H 2.986562 -1.817910 1.254975 0.1 0.0 -0.1 0.21
H 2.637195 0.599772 2.232368 0.0 0.0 -0.1 0.21
H 0.233169 1.902215 -0.340529 0.2 -0.1 0.0 0.19
H 3.046958 1.413967 0.731922 0.0 0.1 -0.1 0.20
```
Forces are in eV/Å.

Values from the calculation:
E_HOMO in eV: -7.06
LUMO in eV: 1.00
Net charge: 0
Orbital gap in eV: 8.06
Multiplicity: 1
Maximum force in Eh/bohr: 0.0808

---

No. 3
Molecular formula: C21H26LuN2O6
Method: DFT, the ωB97M-V functional and the def2-TZVPD basis

XYZ file:
```
56
Properties=species:S:1:pos:R:3:forces:R:3:nbo_charge:R:1
Lu -2.603367 -5.277806 16.739543 1.2 3.4 1.9 2.12
O -4.666739 -4.487895 16.467498 0.0 -1.8 -1.5 -0.63
O -3.865821 -6.903809 16.155611 -1.9 -0.8 -0.8 -0.63
O -1.239535 -6.981690 16.787365 -0.2 -0.4 -0.5 -0.63
O -2.429850 -4.465271 18.746731 -0.6 -1.5 -1.7 -0.85
O -2.180764 -4.924062 14.742098 0.9 1.0 -1.5 -0.94
O -3.773439 -4.224553 21.096071 -0.3 0.9 -0.5 -0.50
N -1.659796 -3.127618 16.473661 0.1 -0.1 1.1 -0.49
N -1.161142 -2.877822 15.198381 -0.6 -1.0 -1.7 -0.39
C 0.643056 -2.755408 11.552363 1.3 1.2 -0.2 -0.21
C -1.951898 -8.214903 16.480543 1.5 -1.3 0.9 -0.09
C -5.428171 -3.426418 16.985347 0.2 1.2 -1.4 -0.23
C -1.081786 -4.866332 12.111373 -0.3 0.6 0.6 -0.21
C 0.077409 -2.779973 12.814611 -1.1 -1.3 -0.8 -0.17
C -5.273564 -5.198396 15.263710 0.3 2.2 1.4 -0.09
C -2.303017 -0.854830 20.715426 0.1 2.2 -0.4 -0.23
C -1.458193 -3.844263 14.307123 -0.9 0.1 5.5 0.54
C -3.125960 -7.986496 15.550967 -0.7 -0.5 0.3 -0.09
C -2.562057 -3.297204 19.235429 0.3 3.0 3.3 0.44
C -0.415710 -4.792365 10.941102 0.8 0.5 -1.7 -0.21
C 0.193210 -6.852938 16.517585 -0.4 -0.7 -0.4 -0.24
C -3.056140 -1.901151 21.220814 0.4 -1.0 -0.3 -0.26
C -1.948018 -2.092491 18.721012 -0.4 -1.3 -1.2 -0.24
C -0.848097 -3.840130 13.029102 0.8 0.5 -0.2 -0.08
C 0.455460 -3.759970 10.618723 -0.4 0.3 0.5 -0.19
C -1.508534 -2.150454 17.354610 -0.6 -0.5 -1.7 0.19
C -3.194788 -3.091169 20.546755 0.4 -1.1 -1.3 0.22
C -5.251420 -6.629726 15.687157 1.5 -0.9 -2.5 -0.08
C -4.759649 -4.037069 22.093197 0.2 -0.4 1.8 -0.26
C -1.832864 -0.854354 19.406771 -0.7 -0.7 0.8 -0.18
H -3.445934 -1.872002 22.210364 -0.1 0.4 0.5 0.22
H -5.934896 -6.847535 16.433732 -1.0 -0.3 1.9 0.22
H -4.620222 -4.950786 14.414022 -0.3 -0.3 0.2 0.25
H -6.371738 -3.520889 16.502997 -1.2 0.2 0.3 0.18
H 0.706028 -7.312941 17.350003 0.3 0.2 0.3 0.21
H -1.190695 -8.872595 16.003702 -0.8 0.1 0.3 0.23
H 0.481472 -7.406525 15.604417 -0.4 0.5 0.3 0.21
H -1.793867 -5.688406 12.161456 0.0 0.4 0.8 0.22
H -2.792514 -7.751300 14.541017 -0.1 0.4 0.0 0.22
H 1.283277 -1.920677 11.222798 -0.2 -0.4 0.5 0.22
H -5.512358 -3.535494 18.045239 0.2 0.4 0.6 0.22
H -4.527808 -3.222568 22.821108 -0.3 -0.4 -0.8 0.18
H -5.806974 -3.961646 21.752747 0.6 0.2 -0.4 0.18
H -6.259831 -4.679745 15.183818 0.6 -1.2 -0.4 0.23
H -0.712319 -5.479224 10.200668 0.1 -0.9 -0.9 0.21
H -1.476770 0.068625 18.909956 0.1 -0.9 0.4 0.23
H 0.211000 -2.071296 13.634395 0.1 -0.1 -0.7 0.26
H -2.197223 0.059176 21.338860 -0.1 -0.7 -0.6 0.22
H 0.400598 -5.780821 16.407958 0.0 -0.4 0.1 0.23
H -5.508505 -7.326148 14.851951 0.5 0.6 0.4 0.22
H -5.025212 -2.480942 16.559280 0.0 -0.3 1.0 0.21
H -1.187478 -1.214235 16.928097 0.6 0.3 -0.1 0.19
H -2.249682 -8.660576 17.476723 0.2 0.4 -1.2 0.22
H -3.826259 -8.849717 15.511698 0.8 0.2 0.1 0.22
H 0.943775 -3.635346 9.659218 -0.2 -0.4 0.0 0.23
H -4.688026 -4.930428 22.736692 -0.2 0.1 -0.4 0.20
```
Forces are in eV/Å.

Values from the calculation:
E_HOMO in eV: -9.71
LUMO in eV: -2.50
Net charge: +1
Orbital gap in eV: 7.22
Multiplicity: 1
Maximum force in Eh/bohr: 0.1076

---

No. 4
Molecular formula: C3H5ClN2O2
Method: DFT, the ωB97M-V functional and the def2-TZVPD basis

XYZ file:
```
13
Properties=species:S:1:pos:R:3:forces:R:3:nbo_charge:R:1
Cl -2.889482 -0.222960 -0.444666 0.2 0.1 -0.1 0.01
O -0.999276 -2.038321 0.947802 0.6 -0.5 -0.4 -0.56
O 1.625870 -0.455911 -0.746432 0.0 -0.9 0.5 -0.56
N 0.777212 -1.512651 -0.383406 -0.4 -0.4 0.5 -0.35
N 0.554531 1.579889 0.451791 1.2 -0.7 0.3 -0.81
C -1.190484 0.012366 -0.129324 0.4 1.1 0.2 -0.28
C -0.472049 -1.242089 0.203161 0.0 0.1 0.4 0.61
C -0.728692 1.260091 0.156718 -0.5 -1.0 -0.6 0.06
H 1.452025 -0.356636 -1.670932 0.0 0.3 -1.1 0.49
H -1.411909 2.094336 0.077040 -0.2 0.0 0.2 0.21
H 1.306484 -2.273295 0.036862 -0.2 0.3 0.0 0.38
H 1.256172 0.804684 0.427598 -1.0 1.5 0.2 0.41
H 0.719603 2.350503 1.073785 0.0 0.1 -0.1 0.39
```
Forces are in eV/Å.

Values from the calculation:
E_HOMO in eV: -8.31
LUMO in eV: 0.58
SMILES: N/C=C(/Cl)C(=O)NO
Net charge: 0
Orbital gap in eV: 8.89
Multiplicity: 1
Maximum force in Eh/bohr: 0.0343